Entry 1:
Here is a structure of composition C4H7NO at a distorted geometry from the Open Molecules 2025 dataset. Energies are from ωB97M-V with the def2-TZVPD basis set.

Summary:
**Energy above the lowest of the compared OMol25 structures with the same formula, charge and spin**: 163.48 kcal/mol
**Multiplicity**: 1
**Orbital gap (alpha / beta)**: 7.81 / 7.81 eV
**Maximum force**: 1.36 eV Å⁻¹

CARTESIAN COORDINATES (ANGSTROEM)
C -0.04 -1.58 -1.07
C -0.92 -0.67 -0.27
C -0.41 1.28 1.41
N 0.97 1.16 1.61
C 1.23 0.97 0.37
O 0.09 0.96 -0.37
H 0.30 -1.18 -2.04
H 0.84 -1.93 -0.50
H -0.66 -2.47 -1.27
H -1.68 -0.23 -0.95
H -0.82 2.28 1.23
H -1.08 0.54 1.84
H 2.21 0.85 -0.10

=====

Entry 2:
Here is an isolated molecule of C4H7NO from the Open Molecules 2025 dataset. Energies are from ωB97M-V with the def2-TZVPD basis set.

Summary:
**Energy above the lowest of the compared OMol25 structures with the same formula, charge and spin**: 55.03 kcal/mol
**Multiplicity**: 1
**Orbital gap**: 10.80 eV
**Maximum force**: 0.49 eV Å⁻¹
**Structure (SMILES)**: O=CCN1CC1

CARTESIAN COORDINATES (ANGSTROEM)
O -2.68 -0.85 1.32
C -1.52 -0.53 1.24
C -0.98 0.27 0.07
N 0.42 0.60 0.25
C 1.18 0.74 -0.98
C 1.35 -0.46 -0.13
H -0.77 -0.83 2.01
H -1.57 1.19 -0.02
H -1.17 -0.32 -0.84
H 1.93 1.53 -1.02
H 0.64 0.60 -1.92
H 0.93 -1.39 -0.51
H 2.22 -0.57 0.51

=====

Entry 3:
Here is an isolated molecule of C4H7NO at a distorted geometry from the Open Molecules 2025 dataset. Energies are from ωB97M-V with the def2-TZVPD basis set.

Summary:
**Energy above the lowest of the compared OMol25 structures with the same formula, charge and spin**: 71.35 kcal/mol
**Multiplicity**: 1
**Orbital gap**: 10.41 eV
**Maximum force**: 1.24 eV Å⁻¹
**Structure (SMILES)**: CN1C[C@H]1C=O

CARTESIAN COORDINATES (ANGSTROEM)
C 1.78 0.43 -0.18
N 0.45 0.06 -0.65
C -0.47 0.85 0.10
C -0.44 -0.69 0.22
C -1.78 -1.19 -0.17
O -2.35 -2.08 0.42
H 1.97 1.45 -0.54
H 2.52 -0.24 -0.60
H 1.84 0.47 0.92
H -0.13 1.41 0.96
H -1.08 1.44 -0.59
H -0.02 -1.36 1.00
H -2.29 -0.53 -0.89

=====

Entry 4:
Here is an isolated molecule of C4H7NO at a distorted geometry from the Open Molecules 2025 dataset. Energies are from ωB97M-V with the def2-TZVPD basis set.

Summary:
**Energy above the lowest of the compared OMol25 structures with the same formula, charge and spin**: 47.74 kcal/mol
**Multiplicity**: 1
**Orbital gap**: 10.50 eV
**Maximum force**: 1.01 eV Å⁻¹
**Structure (SMILES)**: O/C=N/C1CC1

CARTESIAN COORDINATES (ANGSTROEM)
O 2.70 -1.28 0.16
C 1.54 -0.83 -0.36
N 1.05 0.13 0.29
C -0.15 0.80 0.00
C -1.37 0.46 0.80
C -1.31 0.14 -0.67
H 2.70 -0.64 0.90
H 1.20 -1.34 -1.27
H 0.03 1.85 -0.19
H -1.29 -0.38 1.50
H -2.00 1.27 1.14
H -1.88 0.74 -1.36
H -1.22 -0.91 -0.95

=====

Entry 5:
Here is a structure of composition C4H7NO from the Open Molecules 2025 dataset. Energies are from ωB97M-V with the def2-TZVPD basis set.

Summary:
**Energy above the lowest of the compared OMol25 structures with the same formula, charge and spin**: 64.14 kcal/mol
**Multiplicity**: 1
**Orbital gap**: 8.85 eV
**Maximum force**: 0.57 eV Å⁻¹

CARTESIAN COORDINATES (ANGSTROEM)
C -1.71 0.39 0.03
N -0.39 0.09 -0.49
C 0.29 -1.24 -0.38
C 1.56 -0.51 -0.04
C 0.81 0.60 0.01
O 1.06 1.84 0.47
H -1.89 -0.01 1.04
H -1.85 1.47 0.05
H -2.46 -0.03 -0.65
H 0.29 -1.84 -1.29
H -0.13 -1.79 0.48
H 1.83 1.67 1.02
H 2.61 -0.63 -0.26

=====

Entry 6:
Here is an isolated molecule of C4H7NO at a distorted geometry from the Open Molecules 2025 dataset. Energies are from ωB97M-V with the def2-TZVPD basis set.

Summary:
**Energy above the lowest of the compared OMol25 structures with the same formula, charge and spin**: 84.33 kcal/mol
**Multiplicity**: 1
**Orbital gap**: 10.72 eV
**Maximum force**: 2.35 eV Å⁻¹
**Structure (SMILES)**: O[C@H]1C[C@H]2N[C@@H]12

CARTESIAN COORDINATES (ANGSTROEM)
O 1.80 0.79 0.40
C 0.89 0.25 -0.51
C 0.32 -1.17 -0.19
C -1.05 -0.53 0.13
N -0.76 0.48 1.14
C -0.52 0.74 -0.34
H 1.37 0.67 1.27
H 1.28 0.40 -1.51
H 0.83 -1.73 0.59
H 0.26 -1.77 -1.10
H -2.03 -0.94 -0.10
H -1.22 1.38 1.11
H -1.16 1.44 -0.88